{"formula": "C4H8N2S2", "method": "ωB97M-V with the def2-TZVPD basis set", "species": ["C", "C", "C", "C", "H", "H", "H", "H", "H", "H", "H", "H", "N", "N", "S", "S"], "positions_angstrom": [[-1.581, -0.759, -0.989], [0.216, 1.148, -0.033], [0.420, 1.881, 1.060], [1.356, 0.567, -0.842], [-0.797, -0.613, 1.402], [-0.937, -2.257, 1.650], [-1.798, -1.053, -2.030], [-0.387, 2.297, 1.654], [1.406, 2.093, 1.418], [1.079, 0.480, -1.890], [2.213, 1.227, -0.792], [1.023, -1.797, -0.728], [-1.276, -1.449, 1.167], [-1.495, -1.712, -0.135], [-1.447, 0.989, -0.654], [2.006, -1.044, -0.255]], "forces_ev_per_a": [[0.030, -0.519, -0.197], [0.148, 0.058, 0.145], [-0.461, -0.104, -0.056], [-0.223, -0.236, 0.053], [0.413, 0.855, 0.133], [0.042, -0.247, 0.112], [0.076, 0.225, 0.676], [-0.083, -0.118, -0.167], [0.542, 0.059, 0.006], [-0.024, -0.054, 0.009], [0.150, 0.167, 0.077], [-0.293, -0.208, -0.128], [-0.511, -0.552, -0.300], [-0.005, 0.462, -0.439], [0.002, -0.184, -0.001], [0.196, 0.394, 0.078]], "de_lowest_ev": 1.726, "total_charge": 0, "homo_energy_ev": -8.8}

{"formula": "C7H15O2Si", "method": "ωB97M-V with the def2-TZVPD basis set", "species": ["C", "C", "C", "C", "C", "C", "C", "O", "O", "Si", "H", "H", "H", "H", "H", "H", "H", "H", "H", "H", "H", "H", "H", "H", "H"], "positions_angstrom": [[4.929, 0.689, 0.276], [-1.501, -2.186, 1.020], [1.819, -1.189, -0.761], [-2.670, 1.611, 1.157], [-1.599, -1.331, -0.228], [1.272, 0.119, -0.073], [-1.238, 1.219, 1.416], [5.201, 1.609, 0.938], [4.806, -0.275, -0.343], [-0.644, 0.338, -0.210], [-2.249, -3.002, 0.879], [-0.457, -2.687, 1.093], [-1.618, -1.700, 2.135], [1.404, -2.007, -0.270], [1.484, -1.272, -1.762], [2.881, -1.189, -0.684], [-3.008, 2.393, 1.899], [-2.764, 1.993, 0.160], [-3.298, 0.744, 1.478], [-2.615, -1.319, -0.530], [-1.223, -2.005, -0.967], [1.803, 1.104, -0.464], [1.676, 0.040, 0.936], [-1.295, 0.668, 2.380], [-0.550, 2.256, 1.466]], "forces_ev_per_a": [[0.975, 0.453, 0.842], [0.914, -1.033, 2.726], [-0.308, 2.604, 0.409], [-0.848, 0.519, 2.441], [1.358, -0.278, 1.469], [1.384, 0.286, -0.405], [1.756, 1.703, -0.039], [-0.563, -0.156, -0.391], [-0.199, -0.173, -0.402], [-0.388, 1.506, -1.383], [0.456, 0.165, 0.791], [-1.582, 0.712, -0.140], [-0.101, -0.822, -2.860], [-0.571, -1.569, 1.099], [-0.141, 0.096, -1.336], [0.616, -0.436, -0.272], [0.232, -0.307, -0.715], [-0.662, -0.131, -0.612], [0.055, 0.420, -1.116], [-1.222, 0.944, -0.123], [0.823, -0.230, -1.021], [-1.128, -1.952, 0.337], [-0.143, 0.050, 0.647], [0.861, 0.363, -0.207], [-1.573, -2.735, 0.259]], "de_lowest_ev": 2.172, "total_charge": -1, "homo_energy_ev": -1.1}

{"formula": "C25H37O6PtS", "method": "ωB97M-V with the def2-TZVPD basis set", "species": ["Pt", "C", "O", "C", "C", "O", "C", "C", "O", "C", "H", "H", "H", "H", "H", "H", "H", "H", "H", "H", "H", "H", "H", "H", "C", "S", "O", "O", "O", "H", "H", "H", "C", "C", "C", "C", "C", "C", "C", "C", "C", "C", "C", "C", "C", "C", "H", "H", "H", "H", "H", "H", "H", "H", "H", "H", "H", "C", "C", "C", "C", "H", "H", "H", "H", "H", "H", "H", "H", "H"], "positions_angstrom": [[-1.074, 0.201, 0.258], [-0.529, 1.486, -3.299], [-1.317, 1.422, -2.124], [-2.148, 2.559, -1.995], [-2.824, 2.537, -0.628], [-1.786, 2.494, 0.343], [-2.194, 2.879, 1.648], [-0.969, 2.781, 2.547], [-0.476, 1.456, 2.518], [0.723, 1.332, 3.250], [-1.164, 1.533, -4.188], [0.069, 0.582, -3.340], [0.126, 2.365, -3.283], [-2.908, 2.561, -2.790], [-1.541, 3.472, -2.088], [-3.484, 1.664, -0.520], [-3.417, 3.453, -0.505], [-2.993, 2.222, 2.009], [-2.552, 3.917, 1.623], [-1.240, 3.063, 3.574], [-0.193, 3.475, 2.190], [0.577, 1.629, 4.294], [1.512, 1.959, 2.817], [1.016, 0.286, 3.208], [-2.572, -1.902, 3.254], [-2.969, -1.437, 1.565], [-4.195, -2.058, 1.176], [-1.793, -1.875, 0.754], [-2.986, 0.046, 1.507], [-2.453, -2.976, 3.295], [-3.387, -1.591, 3.889], [-1.652, -1.406, 3.527], [1.424, -4.841, 2.640], [0.620, -4.824, 1.507], [0.532, -3.687, 0.733], [1.257, -2.535, 1.084], [2.082, -2.571, 2.221], [2.162, -3.715, 2.986], [1.144, -1.318, 0.328], [0.277, -1.093, -0.704], [-0.156, -1.663, -1.890], [-1.484, -1.474, -2.365], [-1.834, -1.876, -3.629], [-0.897, -2.474, -4.469], [0.390, -2.724, -4.001], [0.766, -2.336, -2.738], [1.471, -5.726, 3.257], [0.053, -5.701, 1.239], [-0.102, -3.658, -0.139], [2.663, -1.700, 2.487], [2.791, -3.734, 3.863], [1.773, -0.492, 0.659], [-2.212, -1.032, -1.696], [-2.845, -1.730, -3.979], [-1.166, -2.757, -5.475], [1.100, -3.235, -4.635], [1.767, -2.508, -2.375], [3.801, 2.272, 0.423], [2.701, 2.684, -0.582], [3.355, 2.987, -1.933], [1.700, 1.616, -0.733], [4.532, 3.070, 0.511], [4.309, 1.374, 0.082], [3.375, 2.085, 1.406], [2.221, 3.588, -0.188], [3.900, 2.114, -2.283], [4.053, 3.816, -1.849], [2.603, 3.248, -2.673], [1.879, 0.824, -1.434], [0.786, 1.596, -0.141]], "forces_ev_per_a": [[0.332, -0.019, -0.344], [0.113, 0.007, -0.175], [-0.231, 0.114, 0.217], [-0.242, 0.219, 0.253], [-0.097, 0.075, -0.840], [0.280, -0.486, -0.091], [0.131, 0.052, 0.777], [-0.306, 0.353, -0.279], [-0.203, -0.094, -0.069], [0.249, 0.031, 0.145], [-0.030, -0.014, 0.027], [0.083, -0.031, -0.025], [-0.025, -0.063, 0.059], [0.047, 0.044, 0.131], [-0.090, -0.125, 0.033], [0.081, 0.156, 0.059], [0.087, -0.141, -0.001], [0.124, 0.132, -0.100], [0.083, -0.147, 0.007], [-0.005, -0.021, -0.110], [-0.068, -0.088, 0.035], [-0.010, -0.054, -0.052], [-0.028, -0.067, 0.011], [0.065, -0.044, 0.029], [-0.158, 0.251, -0.761], [-0.876, -0.586, 0.803], [0.097, -0.026, 0.148], [0.250, 0.123, -0.159], [-0.036, 0.148, 0.233], [-0.010, -0.212, -0.101], [-0.221, 0.115, 0.130], [0.231, 0.160, 0.082], [-0.002, 0.185, -0.048], [-0.027, -0.047, -0.048], [0.049, 0.111, 0.018], [0.106, -0.288, -0.034], [-0.056, -0.008, -0.114], [0.032, -0.027, 0.140], [0.371, -0.421, 0.131], [-0.066, 0.960, 0.631], [-0.352, -0.587, -0.926], [0.266, -0.129, 0.301], [-0.071, -0.064, -0.203], [0.074, 0.021, 0.209], [0.077, -0.093, -0.181], [-0.241, 0.189, 0.316], [0.031, -0.078, 0.019], [-0.068, -0.102, -0.054], [-0.103, -0.066, -0.023], [0.040, 0.124, 0.028], [0.073, 0.004, 0.057], [-0.164, 0.145, 0.083], [-0.045, -0.058, -0.199], [-0.114, 0.026, -0.005], [-0.067, -0.061, -0.055], [0.059, 0.022, -0.047], [0.176, -0.042, 0.001], [-0.320, 0.193, -0.113], [0.527, 0.131, 0.060], [-0.203, 0.178, 0.222], [-0.224, 0.385, 0.285], [0.152, 0.082, 0.063], [0.073, -0.135, -0.034], [0.019, -0.061, 0.144], [0.006, -0.031, -0.079], [0.081, -0.129, -0.099], [0.107, 0.068, -0.013], [-0.040, 0.041, -0.156], [-0.037, -0.326, -0.233], [0.264, 0.126, -0.116]], "multiplicity": 5, "total_charge": 1, "homo_energy_ev": [-10.3, -12.1]}

{"formula": "C18H48BF10N4O10S2", "method": "ωB97M-V with the def2-TZVPD basis set", "species": ["B", "F", "F", "F", "F", "C", "C", "C", "O", "C", "N", "H", "H", "H", "H", "H", "H", "H", "H", "H", "H", "H", "H", "C", "C", "C", "O", "C", "N", "H", "H", "H", "H", "H", "H", "H", "H", "H", "H", "H", "H", "C", "C", "C", "O", "C", "N", "H", "H", "H", "H", "H", "H", "H", "H", "H", "H", "H", "H", "C", "C", "C", "O", "C", "N", "H", "H", "H", "H", "H", "H", "H", "H", "H", "H", "H", "H", "C", "F", "F", "F", "S", "O", "O", "O", "C", "F", "F", "F", "S", "O", "O", "O"], "positions_angstrom": [[-0.241, 0.497, 0.266], [0.197, -0.731, 0.832], [0.556, 1.542, 0.728], [-0.069, 0.322, -1.120], [-1.627, 0.695, 0.550], [2.673, 1.259, -1.883], [3.049, -0.184, -2.092], [4.469, -0.429, -1.631], [4.557, -0.531, -0.249], [5.752, -1.200, 0.237], [2.246, -1.142, -1.257], [2.214, -2.086, -1.648], [2.627, -1.192, -0.290], [1.264, -0.942, -0.991], [2.733, 1.563, -0.835], [1.682, 1.469, -2.297], [3.332, 1.950, -2.410], [2.921, -0.575, -3.097], [5.204, 0.260, -2.086], [4.903, -1.327, -2.128], [5.892, -0.841, 1.251], [6.610, -0.884, -0.367], [5.600, -2.279, 0.186], [-0.347, 4.365, -0.501], [0.146, 5.409, 0.472], [0.045, 4.932, 1.895], [0.709, 5.895, 2.684], [0.641, 5.667, 4.105], [1.601, 5.676, 0.139], [1.677, 5.935, -0.848], [1.982, 6.363, 0.802], [2.144, 4.814, 0.286], [0.235, 3.451, -0.414], [-0.301, 4.783, -1.507], [-1.379, 4.093, -0.293], [-0.307, 6.396, 0.403], [0.550, 3.954, 1.973], [-1.004, 4.749, 2.151], [-0.205, 6.172, 4.568], [1.585, 6.007, 4.534], [0.638, 4.589, 4.314], [-1.451, -2.211, -2.159], [-2.334, -1.078, -2.624], [-2.835, -1.163, -4.035], [-3.854, -2.143, -4.058], [-4.047, -2.603, -5.399], [-3.446, -0.792, -1.621], [-4.205, -0.159, -1.894], [-3.854, -1.678, -1.298], [-3.002, -0.366, -0.789], [-0.499, -2.129, -2.700], [-1.741, -3.192, -2.542], [-1.189, -2.166, -1.104], [-1.773, -0.147, -2.511], [-1.935, -1.492, -4.582], [-3.069, -0.213, -4.519], [-3.219, -3.274, -5.650], [-4.140, -1.790, -6.115], [-4.929, -3.241, -5.429], [-0.981, -0.811, 4.647], [-1.495, -2.025, 3.904], [-2.556, -2.778, 4.654], [-3.173, -3.792, 3.971], [-2.501, -5.080, 4.011], [-2.045, -1.488, 2.559], [-2.789, -0.840, 2.844], [-1.311, -0.953, 2.039], [-2.513, -2.173, 1.960], [-0.169, -0.383, 4.052], [-0.483, -1.160, 5.552], [-1.748, -0.082, 4.898], [-0.672, -2.633, 3.540], [-3.339, -2.084, 4.993], [-2.138, -3.109, 5.616], [-2.497, -5.416, 5.057], [-1.518, -5.063, 3.553], [-3.139, -5.788, 3.483], [2.187, -3.342, 1.951], [1.527, -2.332, 2.540], [1.681, -3.442, 0.705], [3.450, -3.011, 1.812], [1.967, -4.932, 2.901], [1.672, -4.471, 4.238], [0.844, -5.481, 2.163], [3.215, -5.607, 2.683], [-1.172, 2.695, -3.858], [-2.257, 1.859, -3.956], [-1.562, 3.958, -3.846], [-0.591, 2.363, -2.677], [0.020, 2.235, -5.198], [0.255, 0.836, -4.902], [-0.675, 2.527, -6.422], [1.074, 3.174, -4.865]], "forces_ev_per_a": [[0.555, 0.065, -0.475], [-0.557, 0.194, 0.441], [-0.515, -0.185, 0.088], [-0.411, 0.169, 0.189], [0.236, -0.237, 0.036], [-0.917, 0.683, -0.385], [0.431, -0.101, 0.602], [2.233, -1.354, -1.618], [0.103, 0.193, 0.599], [-0.555, 0.649, -0.537], [-1.169, -0.603, 1.690], [0.422, 0.104, 0.156], [0.643, -0.234, -0.620], [0.232, 0.668, -1.091], [-0.173, -0.345, 0.074], [0.070, -0.029, 0.277], [0.277, -0.443, -0.251], [0.027, 0.622, -0.329], [-0.645, 0.768, 0.492], [-0.744, -0.370, 0.481], [-0.014, -0.256, 0.101], [-0.047, -0.156, 0.064], [0.157, 0.045, 0.096], [-0.214, 0.580, -0.238], [-0.206, -0.212, 0.097], [0.733, -0.274, 0.181], [-0.265, 0.000, 0.457], [0.753, -0.542, -0.249], [0.201, -0.579, 0.589], [0.220, 0.243, 0.249], [-0.096, 0.102, -0.384], [-0.144, 0.151, -0.186], [0.129, 0.004, -0.148], [-0.055, -0.358, -0.152], [-0.068, 0.114, -0.001], [-0.314, -0.085, -0.247], [-0.052, 0.044, 0.083], [-0.005, 0.359, 0.067], [-0.052, -0.037, -0.135], [-0.209, 0.360, -0.067], [-0.356, 0.140, -0.083], [0.621, -0.432, -0.934], [0.519, 1.966, 0.213], [0.806, -0.989, -0.112], [-0.081, 0.574, -0.506], [-0.008, -0.986, 0.314], [-0.132, -0.758, 1.277], [0.291, -0.221, -0.515], [-0.217, 0.239, -0.356], [-0.027, -0.004, -0.303], [-0.072, 0.573, 0.150], [-0.702, -0.061, 0.699], [-0.255, -0.260, 0.115], [0.279, -0.162, -0.461], [-0.216, -0.102, -0.129], [-0.551, 0.077, 0.359], [0.153, 0.326, -0.253], [0.038, 0.120, 0.007], [-0.189, 0.296, 0.142], [0.907, -0.568, -0.142], [0.485, 0.205, -1.131], [-0.205, 0.427, 1.254], [-0.190, -0.942, -1.118], [-0.781, 0.092, 0.529], [-0.670, 0.788, 0.709], [0.217, 0.135, -0.388], [-0.456, -0.647, 0.229], [0.494, -0.346, 0.279], [-0.197, 0.363, 0.059], [-0.202, 0.061, 0.135], [-0.071, 0.039, -0.032], [0.193, -0.410, 0.536], [-0.051, 0.161, -0.349], [0.355, -0.139, -0.231], [0.432, 0.110, -0.203], [0.294, 0.062, 0.084], [0.016, 0.236, -0.176], [-0.543, -1.103, 0.509], [-0.047, 0.592, 0.120], [-0.158, 0.223, -0.637], [1.004, 0.745, -0.043], [-0.361, -0.297, -0.650], [-0.032, 0.106, 0.058], [-0.392, 0.034, 0.359], [0.190, 0.080, 0.210], [0.509, -1.721, -0.872], [-0.268, 0.813, 0.351], [-0.208, -0.167, 0.356], [-0.446, 0.691, 0.266], [-0.044, 1.279, -0.151], [0.123, -0.171, 0.204], [-0.165, -0.324, 0.100], [0.372, -0.459, 0.160]], "de_lowest_ev": 4.499, "total_charge": 1, "homo_energy_ev": -10.4}